Entry 1:
The following is a DFT calculation (ωB97M-V/def2-TZVPD) of a gas-phase ion, C9H12NO (charge +1) at a distorted geometry.

Structure (ORCA input):
```
! wB97M-V def2-TZVPD RIJCOSX def2/J DEFGRID3
* xyz 1 1
C 2.31175 0.43551 0.86720
C 1.14386 0.72228 0.70059
C -0.22624 1.13517 0.71290
N -0.99968 0.21404 -0.62730
C -0.09677 -0.50060 -1.47157
C 0.45102 -0.09548 -2.75907
C -0.28221 -1.37798 -2.72715
C 0.50345 -1.80286 -1.50228
C -0.95486 0.52386 1.98334
C -0.44821 0.84369 3.37412
O -1.87983 -0.24433 1.84351
H 3.29609 0.06856 0.93918
H -0.47274 2.14169 0.56516
H -1.42298 0.92844 -1.22303
H -1.81555 -0.39177 -0.22749
H 1.46136 -0.21502 -3.09660
H -0.09659 0.53268 -3.45811
H -1.35289 -1.61310 -2.84754
H 0.01113 -2.48120 -0.82384
H 1.57288 -1.87457 -1.37296
H -0.83306 0.39983 4.26490
H -0.55559 1.83938 3.59577
H 0.68565 0.81178 3.29027
*
```

The orbital gap is 0.3460 Ha. Its relative energy (zero: lowest compared OMol25 entry of this formula, charge and spin) is 515.9 kJ/mol. The SMILES is C#C[C@@H]([NH2+][C@]12C[C@@H]1C2)C(C)=O.



Entry 2:
The following is a DFT calculation (ωB97M-V/def2-TZVPD) of 3 unconnected molecules or ions with the total composition C28H56N2O5 at a distorted geometry.

Structure (ORCA input):
```
! wB97M-V def2-TZVPD RIJCOSX def2/J DEFGRID3
* xyz 0 1
C 4.04838 1.54405 4.59921
C 5.03292 1.58911 3.57466
C 4.76613 1.67147 2.00357
O 4.05753 2.89736 1.62518
N 4.67203 3.87166 2.38893
O 4.70085 4.89899 1.79600
O 6.11693 1.72404 1.42451
C 6.47751 0.55172 0.69303
O 7.56743 0.17472 0.25017
O 5.27192 -0.18579 0.51287
C 4.15259 0.41029 1.22337
N 3.33749 1.06139 0.14353
C 3.52460 -0.81244 2.03210
C 2.06903 -0.48762 2.67863
C 1.20095 -1.86439 2.62409
C -0.17548 -1.65366 1.79745
C -1.47613 -1.55366 2.75415
C -2.12175 -0.05936 2.70935
C -3.73489 -0.15035 2.85267
C -4.48227 0.29036 1.49122
C -5.53820 1.48121 1.67911
C -4.96674 2.77616 2.43420
C -3.67317 3.43190 1.69913
H 4.17340 0.72548 5.39786
H 3.14463 2.25244 4.60235
H 6.13473 1.61236 3.90914
H 2.91649 0.25582 -0.36771
H 4.05427 1.41796 -0.52167
H 3.31950 -1.63994 1.25028
H 4.24681 -1.28597 2.78611
H 2.12988 -0.19167 3.77808
H 1.54197 0.37661 2.13519
H 0.87523 -2.09422 3.71007
H 1.81046 -2.76695 2.28743
H -0.04030 -0.70200 1.16114
H -0.35071 -2.56994 1.12624
H -1.22440 -1.73410 3.86821
H -2.25125 -2.36935 2.49639
H -1.67246 0.56466 3.56341
H -1.81688 0.38132 1.70346
H -4.11172 0.49975 3.71500
H -4.00622 -1.23529 3.14116
H -3.70684 0.65674 0.71834
H -4.94969 -0.65791 1.02372
H -6.48950 1.09834 2.19461
H -5.86601 1.82065 0.63016
H -4.73846 2.53621 3.53734
H -5.80353 3.56020 2.45594
H -3.04273 2.63323 1.17982
H -4.06042 4.14910 0.90346
H -2.97193 3.93623 2.46374
C -6.88662 3.63401 -5.62790
C -7.72613 2.55626 -4.95517
C -8.12202 2.90821 -3.51950
C -6.95332 3.07749 -2.54386
C -6.03093 1.86431 -2.41635
C -6.73638 0.62744 -1.87654
H -5.93796 3.78867 -5.10974
H -6.65828 3.34580 -6.65716
H -7.42615 4.58469 -5.65436
H -7.18887 1.60191 -4.98101
H -8.63934 2.40788 -5.54069
H -8.80207 2.13629 -3.14384
H -8.70248 3.83775 -3.52959
H -7.36124 3.32040 -1.55608
H -6.35445 3.94507 -2.84148
H -5.21024 2.12335 -1.73764
H -5.56799 1.63160 -3.38039
H -7.16504 0.82623 -0.88977
H -6.02516 -0.19663 -1.77575
H -7.53670 0.29579 -2.54034
C 5.11618 -6.23865 -2.37501
C 6.21430 -5.34003 -2.92772
C 7.10281 -4.73379 -1.83932
C 6.38416 -3.81134 -0.84988
C 5.65762 -2.62158 -1.47867
C 6.59136 -1.66451 -2.20637
H 4.42776 -5.68585 -1.73238
H 4.53253 -6.66736 -3.19378
H 5.54425 -7.06229 -1.79702
H 5.76872 -4.55001 -3.54197
H 6.84405 -5.93094 -3.60091
H 7.92159 -4.18721 -2.31894
H 7.57630 -5.54563 -1.27528
H 7.12040 -3.43847 -0.12905
H 5.66362 -4.39543 -0.26640
H 5.14328 -2.07297 -0.68541
H 4.87828 -2.96720 -2.16624
H 7.34865 -1.27029 -1.52525
H 6.02579 -0.81877 -2.60750
H 7.09779 -2.15105 -3.04221
*
```

The orbital gap is 0.3350 Ha. Its relative energy (zero: lowest compared OMol25 entry of this formula, charge and spin) is 0.0 kJ/mol. The SMILES is C=C[C@@]1(ON=O)OC(=O)O[C@@]1(N)CCCCCCCCCCC.CCCCCC.CCCCCC.



Entry 3:
The following is a DFT calculation (ωB97M-V/def2-TZVPD) of 2 unconnected molecules or ions with the total composition C2H4N2O2S at a distorted geometry.

Structure (ORCA input):
```
! wB97M-V def2-TZVPD RIJCOSX def2/J DEFGRID3
* xyz 0 1
C 1.25351 -0.76601 0.27737
C 0.63954 1.35103 -0.68524
N 1.24519 0.26990 -0.53929
N 0.32286 -1.62917 0.22566
O -2.21573 0.00526 1.49034
O -2.39199 0.76759 -0.86809
S -2.32703 -0.35566 0.07269
H 2.20916 -0.79144 0.86126
H -0.26231 1.57492 -0.09648
H 0.98955 2.08002 -1.44996
H 0.53726 -2.50646 0.71176
*
```

The orbital gap is 0.3249 Ha. Its relative energy (zero: lowest compared OMol25 entry of this formula, charge and spin) is 212.3 kJ/mol.



Entry 4:
The following is a DFT calculation (ωB97M-V/def2-TZVPD) of a molecular structure, C4H6O.

Structure (ORCA input):
```
! wB97M-V def2-TZVPD RIJCOSX def2/J DEFGRID3
* xyz 0 1
O -2.00952 -0.00041 0.54454
C -0.91030 0.01450 0.05097
C 0.00358 1.18981 -0.21609
C 1.27145 0.50365 0.30729
C -0.04931 -1.20117 -0.20684
H 0.07377 1.44548 -1.27904
H -0.29738 2.06996 0.35978
H 1.11291 0.35808 1.39481
H 1.10165 -0.84816 -0.10020
H -0.27137 -2.07013 0.41647
H -0.02549 -1.46162 -1.27168
*
```

The orbital gap is 0.3279 Ha. Its relative energy (zero: lowest compared OMol25 entry of this formula, charge and spin) is 358.2 kJ/mol.



Entry 5:
The following is a DFT calculation (ωB97M-V/def2-TZVPD) of a single C6H7FN2 molecule at a distorted geometry.

Structure (ORCA input):
```
! wB97M-V def2-TZVPD RIJCOSX def2/J DEFGRID3
* xyz 0 1
C -0.77294 0.60072 2.82024
C -0.87337 0.05674 1.48732
C 0.10632 0.05300 0.56941
F 1.53890 0.41724 1.02783
C 0.16960 -0.22279 -0.84691
C -0.67501 -0.76190 -1.79723
N -0.07987 -0.81128 -3.00268
C 1.05510 -0.32941 -2.85946
N 1.28785 0.07924 -1.54041
H 0.23278 0.80138 3.20780
H -1.33830 1.43981 2.68136
H -1.05949 -0.16152 3.62394
H -1.81315 -0.09292 0.97219
H -1.62819 -1.33026 -1.62323
H 1.68730 -0.15494 -3.73306
H 2.16250 0.41687 -0.98711
*
```

The orbital gap is 0.3368 Ha. Its relative energy (zero: lowest compared OMol25 entry of this formula, charge and spin) is 133.7 kJ/mol. The SMILES is C/C=C(\F)c1cnc[nH]1.



Entry 6:
The following is a DFT calculation (ωB97M-V/def2-TZVPD) of 2 unconnected molecules or ions with the total composition C5H12N4 at a distorted geometry.

Structure (ORCA input):
```
! wB97M-V def2-TZVPD RIJCOSX def2/J DEFGRID3
* xyz 2 1
C -0.21879 0.32969 -1.13774
C 0.54388 0.45483 -3.57807
C 0.05782 -0.32934 -2.46418
C -0.45586 -1.96006 2.03642
C 0.51695 -0.86678 2.07602
N 0.20955 -0.07456 -0.08799
N 0.87022 1.20160 -4.41841
N 0.73271 -0.05636 0.95513
N -0.24692 1.93584 1.68070
H -0.94151 1.20631 -1.19258
H 0.74048 -1.10026 -2.41222
H -0.92418 -0.86812 -2.93136
H -1.40822 -1.66020 1.69586
H -0.09786 -2.73534 1.37917
H -0.76695 -2.29381 3.08205
H 1.51502 -1.25343 2.42454
H 0.23745 -0.19725 2.86339
H 0.77443 1.74301 -5.20032
H -1.23969 1.93176 1.22940
H 0.35600 2.64577 1.29315
H -0.25452 1.94670 2.70702
*
```

The orbital gap (spin up / spin down) is 0.3115 / 0.3115 Ha. Its relative energy (zero: lowest compared OMol25 entry of this formula, charge and spin) is 440.3 kJ/mol.



Entry 7:
The following is a DFT calculation (ωB97M-V/def2-TZVPD) of a single C7H9O2P molecule at a distorted geometry.

Structure (ORCA input):
```
! wB97M-V def2-TZVPD RIJCOSX def2/J DEFGRID3
* xyz 0 1
C -3.42063 1.38449 -0.55490
C -2.36242 1.11345 -0.02934
C 1.12941 0.55232 -2.04104
C -1.10344 0.63736 0.24288
C -0.74486 -0.75311 0.71523
C -1.61417 -1.79852 -0.00507
C 2.72075 1.00744 0.72620
O 0.00710 1.47192 0.32455
O 0.70667 -0.72092 0.54776
P 1.30984 0.54513 -0.36165
H -4.01350 1.98015 -1.22465
H 2.11968 0.66800 -2.42473
H -0.81396 -0.97513 1.79758
H -1.73852 -1.55082 -1.02924
H -2.58577 -1.88310 0.55062
H -1.16962 -2.78182 -0.01851
H 2.44130 1.84080 1.27869
H 2.65400 0.14303 1.36542
H 3.60032 1.11396 0.01849
*
```

The orbital gap (spin up / spin down) is 0.3147 / 0.2347 Ha. Its relative energy (zero: lowest compared OMol25 entry of this formula, charge and spin) is 651.4 kJ/mol.



Entry 8:
The following is a DFT calculation (ωB97M-V/def2-TZVPD) of a molecular structure, C16H22BF4N8PtSSe at a distorted geometry.

Structure (ORCA input):
```
! wB97M-V def2-TZVPD RIJCOSX def2/J DEFGRID3
* xyz 1 1
Pt -1.45490 0.21854 -0.22239
C -5.83266 -2.87868 -1.14968
C -5.63945 -1.48359 -0.69377
N -6.55408 -0.58368 -0.52701
N -5.87717 0.52948 -0.09063
C -4.57088 0.33136 0.00902
S -3.31961 1.37578 0.50639
N -4.40468 -0.94901 -0.36104
N -3.13977 -1.50767 -0.43978
H -6.86344 -3.00749 -1.46605
H -5.62050 -3.57797 -0.33978
H -5.16516 -3.11159 -1.98104
H -6.37939 1.38155 0.09633
H -2.97917 -2.23167 0.25511
H -2.96357 -1.90645 -1.36261
C -0.02217 2.12273 2.54470
N 1.07636 2.25211 1.59666
C 0.95529 2.38309 0.27108
Se -0.62171 2.44927 -0.76257
N 2.18166 2.48135 -0.25312
C 3.14055 2.40280 0.74923
C 4.52853 2.45049 0.71849
C 5.17657 2.32161 1.92913
C 4.46377 2.18074 3.13161
C 3.08428 2.15527 3.15824
C 2.43352 2.25493 1.93327
H -0.77453 1.45371 2.13411
H -0.47582 3.09372 2.73753
H 0.36441 1.71075 3.47205
H 2.35422 2.59448 -1.23904
H 5.06874 2.59026 -0.20821
H 6.25710 2.34386 1.95671
H 5.01103 2.10288 4.06088
H 2.54186 2.07996 4.09070
F 0.16653 -2.72617 -3.07674
B -1.02116 -2.48877 -2.42187
F -0.88989 -2.72565 -1.02810
F -2.11347 -3.23044 -2.88142
F -1.38664 -1.09067 -2.59149
C 3.07337 -0.90392 -3.05273
C 2.30816 -0.77531 -1.78162
C 2.61370 -1.11957 -0.48159
C 1.45321 -0.86871 0.26806
N 0.52202 -0.35109 -0.52507
N 1.06006 -0.28063 -1.75998
C 1.17474 -1.17197 1.70101
H 4.13785 -1.00030 -2.85341
H 2.90303 -0.04736 -3.70534
H 2.73961 -1.79604 -3.58522
H 3.54041 -1.52547 -0.11263
H 0.44561 -0.12436 -2.54714
H 1.96054 -0.78363 2.34977
H 1.12314 -2.25330 1.83433
H 0.20992 -0.75954 1.99668
*
```

The orbital gap is 0.2930 Ha. Its relative energy (zero: lowest compared OMol25 entry of this formula, charge and spin) is 116.9 kJ/mol.



> Look up the relative energy (zero: lowest compared OMol25 entry of this formula, charge and spin) of the fourth one.

358.2 kJ/mol